Entry 1:
Below is a 8-piece molecular cluster, C16H20Cl12O12 overall, with properties calculated with wB97M-V/def2-TZVPD.

Energy (a.u.): -7046.79302
Frontier orbital gap (eV): 10.254
E_LUMO (eV): 0.08
SMILES string: ClC(Cl)Cl.ClC(Cl)Cl.ClC(Cl)Cl.ClC(Cl)Cl.O=C1OCCO1.O=C1OCCO1.O=C1OCCO1.O=C1OCCO1

Each line ends with the natural charge from an NBO analysis.
Atoms and positions in Å:
1 C -24.62932 12.67845 15.12398  -0.286
2 Cl -25.04248 11.39151 13.96558  0.008
3 Cl -22.95525 13.17439 14.89518  0.015
4 Cl -24.82230 12.09678 16.76993  0.030
5 H -25.23869 13.55383 14.89931  0.234
6 C -30.20040 9.62026 11.25681  -0.273
7 Cl -29.79600 9.00237 12.87868  0.018
8 Cl -31.50320 10.76952 11.35959  0.036
9 Cl -30.58162 8.45947 9.89978  -0.007
10 H -29.31419 10.17153 10.94243  0.227
11 C -18.74589 10.32488 6.62892  -0.281
12 Cl -19.34043 9.26187 5.38133  0.032
13 Cl -18.28450 11.91758 5.98937  0.005
14 Cl -17.23343 9.62447 7.24647  0.002
15 H -19.50281 10.40856 7.40877  0.242
16 C -23.71709 13.39185 9.50425  -0.268
17 Cl -24.13907 14.93369 10.30346  0.005
18 Cl -22.78035 13.70374 7.99446  -0.008
19 Cl -25.19655 12.60898 8.99922  0.026
20 H -23.14013 12.70182 10.11993  0.245
21 C -25.75171 16.86339 5.47048  -0.099
22 C -26.55083 18.02831 5.96620  -0.097
23 O -26.95284 18.62035 4.73419  -0.473
24 C -26.21312 18.26738 3.75569  0.973
25 O -26.19602 18.83437 2.62832  -0.610
26 O -25.49744 17.21734 4.13144  -0.478
27 H -26.36435 15.96212 5.49234  0.185
28 H -24.85728 16.76185 6.08513  0.207
29 H -26.01303 18.75638 6.57347  0.194
30 H -27.38311 17.66659 6.56999  0.197
31 C -19.30228 17.75654 6.68416  -0.097
32 C -19.32058 18.76501 7.80998  -0.102
33 O -20.14986 19.79507 7.22595  -0.494
34 C -20.98674 19.20581 6.30302  0.967
35 O -21.90722 19.75272 5.72254  -0.568
36 O -20.56654 17.92891 6.08394  -0.489
37 H -19.25046 16.73483 7.06037  0.205
38 H -18.55254 17.96259 5.92027  0.186
39 H -18.30990 19.12257 8.00691  0.202
40 H -19.66826 18.27043 8.71697  0.190
41 C -15.91366 13.40741 13.46567  -0.098
42 C -16.68985 14.71270 13.51891  -0.103
43 O -17.47840 14.59660 12.32194  -0.495
44 C -17.79930 13.31752 12.11163  0.973
45 O -18.62424 12.89707 11.29232  -0.583
46 O -16.87967 12.59929 12.77373  -0.495
47 H -15.65393 12.90958 14.39991  0.207
48 H -14.96013 13.41821 12.93770  0.193
49 H -15.96970 15.53077 13.50364  0.207
50 H -17.37048 14.83608 14.36130  0.195
51 C -26.06626 6.11466 10.91014  -0.102
52 C -24.89901 5.21164 10.79561  -0.101
53 O -23.86116 6.01977 10.40787  -0.459
54 C -24.32435 7.19112 10.02919  0.961
55 O -23.58135 8.04855 9.53154  -0.591
56 O -25.66693 7.25005 10.16009  -0.475
57 H -26.25686 6.33259 11.96099  0.189
58 H -26.89736 5.64627 10.38290  0.204
59 H -25.06929 4.34484 10.15706  0.184
60 H -24.78312 4.73729 11.77012  0.189

Entry 2:
Below is C16H20Cl2N3OTl as an isolated structure, with properties calculated with wB97M-V/def2-TZVPD.

Energy (a.u.): -1953.47120
Total charge: +2
Frontier orbital gap (eV): 9.273
ΔE to the lowest compared entry with this formula, charge and spin (kcal per mole): 0.0
E_LUMO (eV): -6.21

Each line ends with the natural charge from an NBO analysis.
Atoms and positions in Å:
1 Tl 0.91810 0.77250 -0.33130  0.810
2 C -1.27680 -1.07950 1.66520  -0.243
3 C -1.91080 0.07500 1.43130  -0.177
4 C -1.19780 1.17300 2.08060  -0.208
5 C -0.12650 0.68810 2.72080  -0.208
6 C -0.10000 -0.81450 2.57470  0.000
7 H -1.58420 -2.06060 1.35770  0.238
8 H -2.82390 0.19950 0.88140  0.246
9 H -1.53710 2.19050 2.07360  0.254
10 H 0.59370 1.20930 3.31810  0.248
11 H -0.27870 -1.26250 3.56150  0.247
12 Cl 0.46360 -2.15320 -1.38660  -0.039
13 C 0.39200 -1.77410 -3.10520  -0.382
14 Cl 0.37390 -0.00720 -3.31870  0.006
15 H -0.52290 -2.20510 -3.51270  0.256
16 H 1.27570 -2.19180 -3.58790  0.254
17 N -5.29160 5.07670 -2.91780  -0.172
18 C -4.40620 4.44690 -2.56090  0.214
19 C -3.32670 3.63920 -2.11120  -0.071
20 C -2.11410 4.19670 -1.70220  -0.189
21 C -1.12390 3.34890 -1.24180  0.039
22 N -1.26070 2.02280 -1.17740  -0.549
23 C -2.41780 1.49750 -1.58220  0.033
24 C -3.47650 2.25200 -2.04700  -0.185
25 H -1.95600 5.26220 -1.72960  0.262
26 H -0.18040 3.74490 -0.88720  0.208
27 H -2.49800 0.42130 -1.51190  0.205
28 H -4.40110 1.78440 -2.34550  0.258
29 C 3.78240 -1.47410 1.53150  -0.427
30 N 2.90040 -2.59220 1.79230  -0.301
31 C 3.53250 -3.89350 1.68720  -0.433
32 C 1.64510 -2.43810 2.10690  0.733
33 C 0.77440 -3.57720 2.47310  -0.729
34 O 1.18680 -1.20030 2.06570  -0.469
35 H 4.67870 -1.59850 2.14060  0.248
36 H 3.31150 -0.52990 1.78920  0.236
37 H 4.07160 -1.46290 0.47940  0.234
38 H 4.52480 -3.76790 1.25810  0.251
39 H 2.95290 -4.55370 1.04560  0.235
40 H 3.64540 -4.36560 2.66470  0.242
41 H 1.33610 -4.44510 2.80310  0.276
42 H 0.16570 -3.87020 1.61450  0.278
43 H 0.08290 -3.29170 3.26590  0.270

Entry 3:
Below is C16H20Cl3N2ORuSi as an isolated structure, with properties calculated with wB97M-V/def2-TZVPD.

Energy (a.u.): -2571.21486
Total charge: +1
Frontier orbital gap (spin up / spin down) (eV): 7.776 / 3.737
ΔE to the lowest compared entry with this formula, charge and spin (kcal per mole): 17.8
E_LUMO (spin up / spin down) (eV): -2.63 / -7.17
Multiplicity: 5

Each line ends with the Löwdin charge.
Atoms and positions in Å:
1 Ru -0.43166 -0.51960 -0.21443  0.899
2 O 1.13524 -1.97202 -1.12005  -0.179
3 C 1.78331 -3.00989 -0.35294  -0.208
4 C 2.63217 -2.44307 0.77319  -0.156
5 C 1.88278 -1.39548 1.61002  -0.146
6 C 0.61951 -1.94987 2.21782  -0.276
7 C 0.65401 -2.60548 3.43743  -0.001
8 C -0.50470 -3.17097 3.94175  -0.026
9 C -1.67753 -3.06785 3.21019  -0.028
10 C -1.64724 -2.39653 2.00603  -0.120
11 N -0.52486 -1.84990 1.51134  -0.034
12 H 1.75576 -1.54903 -1.72802  0.108
13 H 2.37507 -3.63125 -1.02354  0.129
14 H 0.96563 -3.61585 0.03381  0.121
15 H 3.53940 -1.98543 0.37262  0.122
16 H 2.94873 -3.27849 1.40216  0.127
17 H 1.68366 -0.54064 0.94781  0.083
18 H 2.53632 -1.00620 2.38961  0.125
19 H 1.58591 -2.66301 3.98348  0.127
20 H -0.49265 -3.68221 4.89503  0.121
21 H -2.60560 -3.49267 3.56372  0.119
22 H -2.53948 -2.28478 1.40649  0.060
23 Cl -2.69021 -0.17148 -3.22187  0.290
24 Si -2.41858 -0.88714 -1.34342  -0.839
25 Cl -3.78310 -0.00170 -0.10544  0.239
26 Cl -2.76353 -2.90586 -1.40819  0.259
27 C -0.51155 2.56562 1.09879  -0.025
28 C -0.46627 3.11975 -0.29910  -0.150
29 C -0.59216 4.47996 -0.49429  0.028
30 C -0.45207 5.04032 -1.75943  -0.031
31 C -0.15951 4.23723 -2.85823  0.037
32 C -0.02915 2.87124 -2.72720  -0.154
33 C 0.30383 1.99713 -3.89827  -0.019
34 C -0.21470 2.29148 -1.43618  -0.318
35 N -0.13286 0.96908 -1.29362  -0.134
36 H -1.20333 3.13611 1.71721  0.093
37 H 0.47640 2.63530 1.56275  0.106
38 H -0.82577 1.51737 1.16861  0.033
39 H -0.79565 5.11966 0.35571  0.137
40 H -0.55893 6.10892 -1.88750  0.116
41 H -0.03179 4.68756 -3.83443  0.136
42 H 0.52178 2.60073 -4.77690  0.086
43 H -0.52051 1.32530 -4.13805  0.053
44 H 1.17385 1.37361 -3.68447  0.093